No. 1
{
  "formula": "C2H2N2O2",
  "method": "ωB97M-V with the def2-TZVPD basis set",
  "e_lumo_ev": 0.387,
  "homo_energy_ev": -10.05,
  "smiles": "Oc1nnco1",
  "orbital_gap_ev": 10.44,
  "symbols": ["O", "C", "N", "N", "C", "O", "H", "H"],
  "xyz": [[1.7142, -0.7208, 0.6371], [0.6197, -0.1907, 0.1801], [0.4091, 0.9612, -0.0282], [-0.7736, 1.0978, -0.6898], [-1.4044, 0.0081, -0.3717], [-0.5530, -1.0534, 0.1574], [2.4390, 0.0575, 0.8242], [-2.4509, -0.1597, -0.7091]],
  "mulliken_charge": [-0.527, 0.555, -0.207, -0.318, 0.018, -0.279, 0.409, 0.350]
}

=====

No. 2
{
  "formula": "C46H41ClN3O8SSc",
  "method": "ωB97M-V with the def2-TZVPD basis set",
  "charge": -2,
  "e_lumo_ev": 4.182,
  "homo_energy_ev": -3.38,
  "orbital_gap_ev": 7.57,
  "symbols": ["Sc", "C", "C", "C", "C", "C", "C", "C", "S", "O", "O", "N", "C", "C", "O", "O", "H", "H", "H", "H", "H", "H", "H", "H", "H", "C", "C", "C", "O", "C", "C", "O", "C", "O", "C", "C", "C", "C", "C", "C", "C", "C", "C", "C", "C", "C", "C", "O", "C", "C", "C", "C", "C", "C", "C", "C", "C", "C", "C", "C", "H", "H", "H", "H", "H", "H", "H", "H", "H", "H", "H", "H", "H", "H", "H", "H", "H", "H", "H", "H", "H", "H", "H", "H", "H", "H", "H", "H", "N", "C", "C", "C", "C", "C", "N", "C", "H", "H", "H", "H", "Cl"],
  "xyz": [[-0.2456, -0.4383, 1.1340], [1.8278, -4.9638, 7.8868], [1.8562, -3.8115, 6.9175], [0.7088, -3.4420, 6.2165], [0.7301, -2.4036, 5.3021], [1.9183, -1.7110, 5.0838], [3.0701, -2.0682, 5.7604], [3.0324, -3.1156, 6.6753], [1.8681, -0.3514, 3.9357], [0.8754, 0.5558, 4.4656], [3.2320, 0.1522, 3.8702], [1.3615, -0.9693, 2.5946], [2.2360, -2.0066, 2.0386], [1.6188, -2.6942, 0.8209], [2.2416, -3.6092, 0.2990], [0.4752, -2.2383, 0.4267], [0.8416, -5.0774, 8.3381], [2.5527, -4.8241, 8.6903], [2.0700, -5.9064, 7.3894], [-0.2165, -3.9810, 6.3882], [-0.1562, -2.1256, 4.7409], [3.9829, -1.5223, 5.5647], [3.9351, -3.3963, 7.2090], [2.4183, -2.8106, 2.7652], [3.2199, -1.6211, 1.7497], [-0.9528, 1.4446, -5.4173], [-0.6154, 0.2674, -4.5202], [-0.2879, -0.9829, -5.3231], [-1.7012, -0.0053, -3.6487], [-1.3366, 0.3739, -2.3064], [0.1939, 0.2049, -2.3465], [0.4726, 0.6260, -3.6983], [1.1547, 0.9797, -1.4056], [0.9800, 0.5808, -0.1131], [1.0437, 2.5212, -1.4421], [0.2436, 3.2796, -2.2874], [0.2304, 4.6712, -2.2141], [1.0409, 5.3334, -1.3081], [1.8634, 4.5862, -0.4706], [1.8541, 3.2049, -0.5349], [2.5764, 0.6299, -1.9005], [3.1752, 1.2744, -2.9827], [4.4444, 0.9165, -3.4064], [5.1368, -0.1030, -2.7580], [4.5474, -0.7484, -1.6834], [3.2771, -0.3745, -1.2573], [-2.2141, -0.3596, -1.2614], [-1.7904, 0.1164, -0.0395], [-2.2186, -1.8976, -1.2720], [-2.8429, -2.5046, -0.1838], [-2.8723, -3.8814, -0.0555], [-2.2808, -4.6869, -1.0213], [-1.6626, -4.0943, -2.1091], [-1.6348, -2.7093, -2.2326], [-3.6706, 0.0796, -1.5420], [-4.3890, -0.4290, -2.6241], [-5.6841, -0.0101, -2.8795], [-6.2936, 0.9270, -2.0511], [-5.5953, 1.4247, -0.9637], [-4.2947, 0.9980, -0.7125], [-1.7442, 1.1689, -6.1158], [-0.0715, 1.7499, -5.9836], [-1.2984, 2.2839, -4.8175], [-1.2012, -1.4139, -5.7355], [0.2015, -1.7201, -4.6903], [0.3908, -0.7355, -6.1415], [-1.5899, 1.4267, -2.1447], [0.4601, -0.8508, -2.2085], [-0.3682, 2.7984, -3.0317], [-0.4211, 5.2297, -2.8758], [1.0358, 6.4157, -1.2545], [2.5031, 5.0853, 0.2480], [2.4811, 2.6209, 0.1287], [2.6428, 2.0663, -3.4952], [4.8957, 1.4329, -4.2460], [6.1279, -0.3885, -3.0924], [5.0609, -1.5504, -1.1687], [2.8168, -0.8599, -0.4114], [-3.2526, -1.8802, 0.6007], [-3.3324, -4.3229, 0.8196], [-2.2802, -5.7647, -0.9106], [-1.1706, -4.7054, -2.8564], [-1.1476, -2.2716, -3.0850], [-3.9242, -1.1645, -3.2672], [-6.2218, -0.4203, -3.7264], [-7.3076, 1.2552, -2.2486], [-6.0577, 2.1459, -0.3012], [-3.7609, 1.3509, 0.1548], [-3.3625, 5.4325, 0.5707], [-2.4825, 4.8221, 0.9875], [-1.3593, 4.0904, 1.5261], [-0.2959, 4.7647, 2.1135], [0.7549, 4.0163, 2.5995], [0.7090, 2.6348, 2.4733], [-0.3220, 1.9870, 1.9376], [-1.3361, 2.7005, 1.4655], [-0.2966, 5.8462, 2.1642], [1.6203, 4.4813, 3.0491], [1.5371, 2.0295, 2.8233], [-2.1322, 2.1362, 1.0014], [-1.8525, -1.1970, 2.8543]],
  "mulliken_charge": [-0.793, -1.479, 1.147, -0.943, -0.189, -0.854, -0.127, -0.740, 1.375, -0.818, -0.868, 0.463, -0.280, 0.045, -0.789, -0.229, 0.365, 0.367, 0.269, 0.350, 0.282, 0.491, 0.319, 0.462, 0.261, -1.912, 1.336, -1.842, -0.258, -0.653, -1.293, -0.198, 2.627, 0.827, -0.309, 0.642, -0.891, -0.624, -0.687, -0.559, -0.338, -0.173, -0.926, -0.473, -0.912, -0.582, 2.177, 0.850, -0.270, -0.758, -0.799, -0.570, -0.806, 0.263, 0.087, -0.274, -0.978, -0.489, -1.043, -0.278, 0.418, 0.352, 0.414, 0.323, 0.376, 0.457, 0.707, 0.880, -0.292, 0.439, 0.380, 0.402, 0.518, 0.380, 0.386, 0.362, 0.505, 0.196, 0.479, 0.387, 0.350, 0.402, 0.219, 0.364, 0.382, 0.364, 0.445, 0.159, -0.656, -0.044, 0.408, -0.396, -1.426, 0.090, 0.627, -0.389, 0.454, 0.459, 0.495, 0.359, -0.734]
}

=====

No. 3
{
  "formula": "C4H6O2",
  "method": "ωB97M-V with the def2-TZVPD basis set",
  "e_lumo_ev": [0.006, 0.006],
  "homo_energy_ev": [-8.80, -8.80],
  "smiles": "O=CCCC=O",
  "orbital_gap_ev": [8.80, 8.80],
  "symbols": ["O", "C", "C", "C", "C", "O", "H", "H", "H", "H", "H", "H"],
  "xyz": [[-0.5327, -1.0847, -1.3281], [0.6647, -1.0510, -1.5569], [0.8045, 0.1006, -0.4413], [-0.0484, 0.0932, 0.8759], [-1.3687, 0.8421, 0.8077], [-1.6305, 1.6572, -0.0415], [1.2002, -2.0626, -1.5362], [0.6797, 1.0573, -0.9386], [1.7937, -0.1897, -0.1679], [-0.2121, -0.9086, 1.2908], [0.5522, 0.6338, 1.6354], [-2.0920, 0.6340, 1.6301]],
  "mulliken_charge": [-0.350, 0.015, -0.556, -0.609, 0.090, -0.474, 0.230, 0.289, 0.347, 0.348, 0.327, 0.342]
}

=====

No. 4
{
  "formula": "C20H25IN4O6",
  "method": "ωB97M-V with the def2-TZVPD basis set",
  "e_lumo_ev": -0.729,
  "homo_energy_ev": -8.82,
  "smiles": "CC(=O)NCCCCc1cc(C)c2nc(CON=O)c(CC(=O)I)nc2c1CC=O.O",
  "orbital_gap_ev": 8.09,
  "symbols": ["C", "C", "O", "N", "C", "C", "C", "C", "C", "C", "C", "C", "C", "N", "C", "C", "O", "N", "O", "C", "C", "C", "O", "I", "N", "C", "C", "C", "C", "O", "H", "H", "H", "H", "H", "H", "H", "H", "H", "H", "H", "H", "H", "H", "H", "H", "H", "H", "H", "H", "H", "H", "H", "O", "H", "H"],
  "xyz": [[1.8275, -4.2617, -0.6587], [3.0970, -3.4100, -0.7246], [3.9492, -3.6647, -1.5438], [3.2679, -2.3432, 0.2039], [2.7297, -1.0389, -0.3245], [3.9084, -0.0421, -0.4714], [3.5711, 1.4192, -0.1080], [2.3056, 1.9801, -0.8023], [0.9810, 1.6805, -0.0959], [0.9384, 1.4637, 1.3183], [-0.2416, 1.1607, 1.9091], [-0.2459, 0.9006, 3.4171], [-1.4550, 1.0557, 1.1721], [-2.5857, 0.7067, 1.8429], [-3.6291, 0.6238, 1.0556], [-4.9364, 0.1921, 1.7181], [-5.4214, -1.0126, 1.1111], [-5.6497, -2.0079, 2.0621], [-5.8024, -3.0317, 1.5254], [-3.6061, 0.9072, -0.3394], [-4.8826, 0.7854, -1.1784], [-4.7229, -0.4463, -2.0859], [-3.7516, -1.1337, -2.0958], [-6.3059, -0.9941, -3.4871], [-2.5267, 1.2477, -0.9923], [-1.4178, 1.3006, -0.2059], [-0.1698, 1.6179, -0.8219], [-0.1800, 1.8719, -2.3234], [-0.0714, 0.5628, -3.1175], [0.9787, 0.1061, -3.5040], [0.9478, -3.6330, -0.8495], [1.6965, -4.6813, 0.3523], [1.9005, -5.1109, -1.3414], [2.8545, -2.5604, 1.1028], [2.2399, -1.2666, -1.2823], [1.9589, -0.7213, 0.3864], [4.2778, -0.1229, -1.5027], [4.6859, -0.3755, 0.2349], [4.4132, 2.0313, -0.4659], [3.5381, 1.5901, 0.9734], [2.4075, 3.0824, -0.7895], [2.2644, 1.6970, -1.8577], [1.8129, 1.5199, 1.9578], [0.2750, -0.0576, 3.5664], [0.3650, 1.6528, 3.9305], [-1.2564, 0.8516, 3.8231], [-4.7190, -0.0403, 2.7671], [-5.6576, 1.0162, 1.6346], [-5.7900, 0.7584, -0.5714], [-4.9320, 1.7101, -1.7719], [-1.1355, 2.3283, -2.6157], [0.6161, 2.5552, -2.6306], [-1.0195, 0.0281, -3.3557], [5.9064, 0.4798, 1.6084], [6.8571, 0.5584, 1.7430], [5.5399, 0.5143, 2.4984]],
  "mulliken_charge": [-1.032, 0.566, -0.550, -0.302, 0.152, -0.918, -0.793, -0.738, 1.114, -0.867, 0.999, -1.812, 0.006, -0.597, 0.900, -1.226, -0.068, 0.054, -0.275, 0.500, -1.059, 0.176, -0.390, -0.021, -0.322, 0.645, -0.178, -1.416, 0.045, -0.482, 0.271, 0.321, 0.326, 0.252, 0.190, 0.057, 0.221, 0.434, 0.384, 0.231, 0.439, 0.295, 0.337, 0.300, 0.381, 0.363, 0.447, 0.368, 0.515, 0.479, 0.432, 0.526, 0.352, -0.555, 0.258, 0.268]
}

=====

No. 5
{
  "formula": "C14H24N5PdS2Si",
  "method": "ωB97M-V with the def2-TZVPD basis set",
  "charge": 1,
  "e_lumo_ev": -3.790,
  "homo_energy_ev": -10.34,
  "orbital_gap_ev": 6.55,
  "symbols": ["Pd", "C", "N", "C", "C", "N", "C", "S", "C", "C", "C", "C", "C", "N", "H", "H", "H", "H", "H", "H", "H", "H", "H", "C", "N", "C", "N", "S", "H", "H", "H", "H", "H", "H", "C", "Si", "C", "C", "H", "H", "H", "H", "H", "H", "H", "H", "H"],
  "xyz": [[0.1433, 0.7269, -0.4027], [3.6236, -3.3981, -1.2425], [2.1790, -3.4787, -1.2170], [1.4456, -4.6393, -1.3526], [0.1487, -4.3029, -1.3473], [0.0727, -2.9178, -1.2200], [1.3480, -2.4139, -1.1378], [1.9651, -0.8545, -0.9326], [-1.1584, -2.2143, -1.2313], [-2.3311, -2.8443, -0.8289], [-3.5074, -2.1194, -0.8877], [-3.4775, -0.8052, -1.3298], [-2.2599, -0.2710, -1.7064], [-1.1208, -0.9712, -1.6719], [4.0291, -4.4040, -1.1760], [3.9862, -2.8018, -0.4083], [3.9640, -2.9359, -2.1690], [1.9088, -5.6046, -1.4477], [-0.7203, -4.9221, -1.4607], [-2.3359, -3.8593, -0.4604], [-4.4388, -2.5730, -0.5784], [-4.3774, -0.2098, -1.3848], [-2.1701, 0.7450, -2.0761], [-1.4275, 0.6680, 4.6974], [-0.0860, 0.8950, 4.1792], [0.2584, 0.7195, 2.9062], [1.5301, 0.9472, 2.5604], [-0.9021, 0.1467, 1.7790], [-1.3783, 0.6312, 5.7823], [-1.8158, -0.2785, 4.3305], [-2.1019, 1.4671, 4.3890], [0.6026, 1.2577, 4.8187], [2.2181, 1.2902, 3.2122], [1.7405, 0.9300, 1.5723], [-1.2228, 3.8335, -0.0436], [0.3238, 3.0379, -0.8213], [0.3061, 3.4101, -2.6805], [1.9364, 3.7740, -0.1292], [-1.0938, 4.9173, -0.0007], [-1.4213, 3.4746, 0.9663], [-2.0983, 3.6173, -0.6574], [0.3095, 4.4936, -2.8177], [-0.5787, 3.0120, -3.1784], [1.1864, 3.0037, -3.1794], [1.9324, 4.8521, -0.3052], [2.7991, 3.3571, -0.6510], [2.0666, 3.6119, 0.9409]],
  "mulliken_charge": [-0.217, -0.851, 0.190, -0.508, -0.424, 0.297, 0.108, -0.387, 0.863, -0.580, -0.549, -0.685, -0.012, -0.585, 0.308, 0.335, 0.346, 0.430, 0.424, 0.351, 0.434, 0.427, 0.462, -0.859, -0.250, 0.503, -0.241, -0.243, 0.331, 0.307, 0.295, 0.237, 0.217, 0.109, -1.037, 0.763, -1.077, -1.104, 0.375, 0.274, 0.283, 0.338, 0.316, 0.305, 0.381, 0.313, 0.290]
}

=====

No. 6
{
  "formula": "C19H19BN8PtS",
  "method": "ωB97M-V with the def2-TZVPD basis set",
  "e_lumo_ev": [-1.112, -1.112],
  "homo_energy_ev": [-7.56, -7.56],
  "orbital_gap_ev": [6.45, 6.45],
  "symbols": ["Pt", "B", "N", "C", "C", "C", "N", "N", "C", "C", "C", "N", "H", "H", "H", "H", "H", "H", "H", "H", "S", "C", "N", "N", "C", "C", "C", "C", "C", "C", "N", "N", "C", "C", "C", "C", "C", "C", "H", "H", "H", "H", "H", "H", "H", "H", "H", "H", "H"],
  "xyz": [[-0.3982, 1.6289, 0.5164], [2.0275, 3.6598, 1.1145], [2.4347, 2.5173, 0.1357], [3.5709, 2.3087, -0.5355], [3.4237, 1.1789, -1.3241], [2.1232, 0.7515, -1.0762], [1.5470, 1.5648, -0.1907], [0.7682, 4.3319, 0.4810], [0.5555, 5.6070, 0.1478], [-0.7258, 5.7327, -0.3645], [-1.2497, 4.4462, -0.3130], [-0.3369, 3.6191, 0.1996], [1.7332, 3.1828, 2.1829], [2.9139, 4.4707, 1.1565], [4.4034, 2.9783, -0.4048], [4.1487, 0.7353, -1.9825], [1.5821, -0.0916, -1.4735], [1.3302, 6.3376, 0.3040], [-1.2077, 6.6249, -0.7210], [-2.2133, 4.0658, -0.6071], [-2.5920, 1.6497, 1.1403], [-2.7950, -0.0850, 0.9406], [-3.9463, -0.6236, 0.7867], [-4.0108, -1.9689, 0.5643], [-3.2321, -2.6202, -0.4327], [-2.6680, -1.9285, -1.5051], [-1.9253, -2.6131, -2.4525], [-1.7478, -3.9887, -2.3585], [-2.3269, -4.6742, -1.3017], [-3.0587, -3.9946, -0.3373], [-1.6578, -0.9153, 1.0204], [-0.5628, -0.3370, 0.9053], [0.5732, -1.2021, 1.0791], [0.5567, -2.4691, 0.5140], [1.6683, -3.2816, 0.6735], [2.7624, -2.8337, 1.4017], [2.7539, -1.5674, 1.9722], [1.6594, -0.7356, 1.8034], [-4.9775, -2.2535, 0.5514], [-2.8049, -0.8584, -1.5938], [-1.4910, -2.0662, -3.2798], [-1.1678, -4.5168, -3.1033], [-2.1981, -5.7453, -1.2127], [-3.4812, -4.5228, 0.5080], [-0.3076, -2.7985, -0.0488], [1.6774, -4.2668, 0.2265], [3.6266, -3.4734, 1.5237], [3.6043, -1.2209, 2.5438], [1.6391, 0.2606, 2.2262]],
  "mulliken_charge": [0.546, 0.038, 0.294, -0.203, -1.046, -0.086, -0.716, 0.245, -0.137, -0.997, 0.130, -0.493, -0.080, -0.141, 0.458, 0.411, 0.549, 0.439, 0.383, 0.470, -0.543, 0.474, -0.725, -0.036, 0.496, -0.316, -0.536, -0.589, -0.479, -0.359, -0.600, 0.730, 0.213, 0.266, -0.563, -0.545, -0.717, -0.132, 0.269, 0.472, 0.407, 0.400, 0.366, 0.409, -0.083, 0.426, 0.397, 0.419, 0.415]
}